[1]
The following is a quantum chemistry calculation of 9 unconnected molecules or ions with the total composition C27H53Cl3F6N6O10 at a distorted geometry, from the Open Molecules 2025 dataset.

```
105
Properties=species:S:1:pos:R:3
C 6.78 -1.65 -2.04
O 6.31 -1.50 -3.20
N 7.94 -1.13 -1.58
C 8.24 -0.95 -0.16
C 8.71 -0.27 -2.54
H 6.28 -2.29 -1.30
H 8.58 0.06 0.07
H 9.10 -1.55 0.15
H 7.49 -1.34 0.53
H 9.76 -0.31 -2.27
H 8.60 -0.67 -3.54
H 8.37 0.77 -2.54
C 4.23 8.27 0.53
O 4.25 7.62 1.54
N 4.40 7.80 -0.73
C 4.78 6.36 -1.00
C 4.43 8.73 -1.82
H 3.89 9.32 0.47
H 4.24 6.06 -1.89
H 4.67 5.67 -0.16
H 5.82 6.32 -1.31
H 3.95 8.44 -2.75
H 3.86 9.65 -1.68
H 5.45 9.05 -2.03
C -5.52 -5.12 3.38
O -6.34 -4.22 3.07
N -5.58 -5.76 4.57
C -4.60 -6.80 4.93
C -6.66 -5.65 5.51
H -4.67 -5.49 2.79
H -3.89 -7.05 4.14
H -5.10 -7.75 5.13
H -4.14 -6.48 5.86
H -7.24 -6.57 5.44
H -6.18 -5.70 6.48
H -7.38 -4.83 5.52
C -1.79 -0.33 -1.74
O -0.86 -1.10 -1.51
N -1.55 0.80 -2.45
C -2.70 1.70 -2.80
C -0.27 1.27 -2.88
H -2.87 -0.46 -1.54
H -2.57 2.48 -2.05
H -3.70 1.29 -2.69
H -2.60 1.93 -3.86
H 0.54 0.56 -2.72
H -0.19 1.41 -3.96
H 0.04 2.19 -2.40
C -0.29 -0.26 4.77
O -1.12 -0.03 5.63
N 0.71 0.63 4.41
C 1.74 0.28 3.45
C 0.73 1.96 5.05
H -0.19 -1.20 4.22
H 2.74 0.29 3.87
H 1.77 1.04 2.67
H 1.66 -0.71 3.01
H 1.78 2.15 5.31
H 0.48 2.63 4.23
H 0.04 2.19 5.86
C -1.62 -3.23 -6.93
O -1.46 -2.34 -7.74
N -0.68 -4.17 -6.65
C -1.05 -5.29 -5.89
C 0.63 -4.22 -7.29
H -2.50 -3.61 -6.38
H -1.56 -5.13 -4.94
H -0.08 -5.70 -5.59
H -1.53 -6.13 -6.38
H 1.47 -4.03 -6.62
H 0.74 -5.25 -7.63
H 0.69 -3.60 -8.18
C 2.45 -8.49 1.51
C 1.90 -7.06 1.55
O 1.92 -6.70 2.93
C 3.08 -6.19 3.56
O 4.08 -5.75 2.94
C 3.07 -6.16 5.15
F 1.86 -6.50 5.58
F 4.09 -6.98 5.52
F 3.44 -4.98 5.57
H 1.75 -9.21 1.92
H 3.40 -8.64 2.01
H 2.50 -8.75 0.45
H 0.87 -6.97 1.22
H 2.46 -6.41 0.86
C -5.55 10.31 1.37
C -5.07 8.85 1.24
O -4.48 8.66 -0.04
C -3.13 8.93 -0.19
O -2.48 9.60 0.66
C -2.46 8.51 -1.49
F -1.63 7.50 -1.29
F -3.35 8.20 -2.44
F -1.77 9.53 -1.90
H -4.66 10.92 1.25
H -6.10 10.53 2.29
H -6.19 10.56 0.52
H -5.89 8.14 1.40
H -4.34 8.52 1.97
C -9.43 -1.87 -2.54
Cl -9.45 -0.07 -2.54
Cl -7.88 -2.44 -3.18
Cl -10.79 -2.32 -3.56
H -9.62 -2.30 -1.56
```

The HOMO energy is -9.03 eV. Its lowest unoccupied orbital energy is 0.2 eV. The calculation puts the energy above the lowest of the compared OMol25 structures with the same formula, charge and spin at 0.0 kJ/mol. As for the charge: 0. As for the SMILES: CCOC(=O)C(F)(F)F.CCOC(=O)C(F)(F)F.ClC(Cl)Cl.CN(C)C=O.CN(C)C=O.CN(C)C=O.CN(C)C=O.CN(C)C=O.CN(C)C=O. The maximum force is 5.56 eV/Å. For the energy, the calculation gives -4121.17877 Ha.

***

[2]
The following is a quantum chemistry calculation of C11H21N3O4 in the gas phase at a distorted geometry, from the Open Molecules 2025 dataset.

```
39
Properties=species:S:1:pos:R:3
C 1.70 1.82 0.67
C 0.97 1.93 -0.68
C 2.48 0.52 0.82
C 3.35 0.17 -0.40
C 3.78 -1.29 -0.36
C -0.97 0.38 -0.08
C -0.17 -0.91 -0.09
C -2.38 0.24 -0.68
C -3.51 -0.38 0.18
C -3.35 -1.85 0.51
C -4.86 -0.14 -0.53
H 1.29 1.93 2.67
H 0.36 2.91 1.73
H 2.41 2.67 0.62
H 3.17 0.63 1.68
H 1.80 -0.29 1.06
H 4.22 0.85 -0.47
H 2.78 0.29 -1.33
H 5.75 -0.85 0.10
H 5.36 -2.53 -0.05
H -0.57 1.46 -1.82
H -1.03 0.66 0.97
H -2.67 1.28 -0.94
H -2.34 -0.32 -1.63
H -3.55 0.18 1.13
H -4.24 -2.24 1.02
H -3.25 -2.45 -0.40
H -2.48 -2.02 1.14
H -5.07 0.92 -0.73
H -5.70 -0.52 0.09
H -4.91 -0.68 -1.48
H 1.20 -1.79 -1.04
N 0.77 1.98 1.79
N 5.06 -1.56 -0.04
N -0.32 1.47 -0.83
O 1.55 2.48 -1.60
O 2.98 -2.20 -0.57
O -0.16 -1.70 0.82
O 0.53 -1.07 -1.23
```

The HOMO energy is -9.50 eV. Its lowest unoccupied orbital energy is 0.7 eV. The calculation puts the energy above the lowest of the compared OMol25 structures with the same formula, charge and spin at 21.1 kJ/mol. As for the charge: 0. As for the SMILES: CC(C)C[C@H](NC(=O)[C@@H](N)CCC(N)=O)C(=O)O. The maximum force is 1.12 eV/Å. For the energy, the calculation gives -897.05114 Ha.

***

[3]
The following is a quantum chemistry calculation of 14 unconnected molecules or ions with the total composition CH31N3O13 at a distorted geometry, from the Open Molecules 2025 dataset.

```
48
Properties=species:S:1:pos:R:3
N -0.12 -0.06 -0.08
C 0.85 0.07 0.92
N 1.46 -1.14 1.32
N 1.35 1.15 1.34
H 0.09 0.55 -0.86
H -0.43 -0.98 -0.36
H 2.03 -1.10 2.15
H 0.71 -1.81 1.43
H 0.96 2.05 1.08
H -2.41 -2.86 0.59
H -3.12 -1.48 0.21
O -3.05 -2.20 0.87
H 0.13 2.61 -2.18
H -0.42 1.28 -2.85
O 0.37 1.77 -2.58
H -1.43 -1.49 3.38
H -1.69 -1.67 1.88
O -0.99 -1.39 2.51
H -0.38 3.22 0.31
H 0.05 4.62 -0.13
O 0.14 3.69 -0.36
H 2.68 -2.00 -0.69
H 2.89 -0.71 -1.49
O 2.61 -1.66 -1.59
H 3.09 1.58 -2.34
H 1.87 1.17 -1.52
O 2.84 1.03 -1.58
H -1.25 -0.91 -2.63
H -2.26 -1.29 -3.74
O -1.99 -0.55 -3.17
H -0.19 -3.75 -0.44
H -1.00 -3.12 -1.56
O -0.97 -3.19 -0.59
H -3.50 0.86 0.04
H -2.96 0.36 -1.28
O -3.52 0.08 -0.54
H -0.23 1.13 2.85
H -0.42 1.85 4.29
O -0.78 1.69 3.43
H 3.58 0.56 1.89
H 4.84 -0.32 2.01
O 4.35 0.37 2.46
H -1.70 1.22 0.81
H -2.12 2.32 1.88
O -2.21 2.01 0.96
H 1.06 -1.79 -1.98
H 0.59 -1.34 -3.35
O 0.22 -1.58 -2.49
```

The HOMO energy is -9.56 eV. Its lowest unoccupied orbital energy is 0.0 eV. The calculation puts the energy above the lowest of the compared OMol25 structures with the same formula, charge and spin at 0.0 kJ/mol. As for the charge: 0. The maximum force is 1.70 eV/Å. For the energy, the calculation gives -1199.14186 Ha.

***

> Among the records above, which one has the highest lowest unoccupied orbital energy?

C11H21N3O4

***

Copy entry 3 word for word.
The following is a quantum chemistry calculation of 14 unconnected molecules or ions with the total composition CH31N3O13 at a distorted geometry, from the Open Molecules 2025 dataset.

```
48
Properties=species:S:1:pos:R:3
N -0.12 -0.06 -0.08
C 0.85 0.07 0.92
N 1.46 -1.14 1.32
N 1.35 1.15 1.34
H 0.09 0.55 -0.86
H -0.43 -0.98 -0.36
H 2.03 -1.10 2.15
H 0.71 -1.81 1.43
H 0.96 2.05 1.08
H -2.41 -2.86 0.59
H -3.12 -1.48 0.21
O -3.05 -2.20 0.87
H 0.13 2.61 -2.18
H -0.42 1.28 -2.85
O 0.37 1.77 -2.58
H -1.43 -1.49 3.38
H -1.69 -1.67 1.88
O -0.99 -1.39 2.51
H -0.38 3.22 0.31
H 0.05 4.62 -0.13
O 0.14 3.69 -0.36
H 2.68 -2.00 -0.69
H 2.89 -0.71 -1.49
O 2.61 -1.66 -1.59
H 3.09 1.58 -2.34
H 1.87 1.17 -1.52
O 2.84 1.03 -1.58
H -1.25 -0.91 -2.63
H -2.26 -1.29 -3.74
O -1.99 -0.55 -3.17
H -0.19 -3.75 -0.44
H -1.00 -3.12 -1.56
O -0.97 -3.19 -0.59
H -3.50 0.86 0.04
H -2.96 0.36 -1.28
O -3.52 0.08 -0.54
H -0.23 1.13 2.85
H -0.42 1.85 4.29
O -0.78 1.69 3.43
H 3.58 0.56 1.89
H 4.84 -0.32 2.01
O 4.35 0.37 2.46
H -1.70 1.22 0.81
H -2.12 2.32 1.88
O -2.21 2.01 0.96
H 1.06 -1.79 -1.98
H 0.59 -1.34 -3.35
O 0.22 -1.58 -2.49
```

The HOMO energy is -9.56 eV. Its lowest unoccupied orbital energy is 0.0 eV. The calculation puts the energy above the lowest of the compared OMol25 structures with the same formula, charge and spin at 0.0 kJ/mol. As for the charge: 0. The maximum force is 1.70 eV/Å. For the energy, the calculation gives -1199.14186 Ha.

***

> What is the energy above the lowest of the compared OMol25 structures with the same formula, charge and spin in the third record?

0.0 kJ/mol